[1]
Formula: C3H2N2O2
Source: the OMol25 dataset
Level of theory: ωB97M-V with the def2-TZVPD basis set

Geometry as XYZ:
```
9
Properties=species:S:1:pos:R:3:forces:R:3
O -2.3812 0.3252 -0.9341 0.29 -0.06 0.42
C -1.7044 0.2369 0.0564 -0.45 0.08 -0.41
C -0.3859 -0.5329 0.0364 0.17 -0.46 -0.32
N 0.6441 0.2399 0.6493 -0.23 -0.05 0.15
C 1.8223 0.3315 -0.1184 0.31 -0.44 0.17
N 2.0312 -0.6244 0.6324 -0.03 0.47 -0.32
O -0.2672 -1.6375 -0.4165 -0.07 0.50 0.23
H -1.9833 0.7183 1.0081 0.03 0.00 0.03
H 2.2243 0.9431 -0.9136 -0.01 -0.04 0.05
```
Forces are in eV/Å.

Output
* highest occupied orbital energy: -10.117 eV
* energy above the lowest of the compared OMol25 structures with the same formula, charge and spin: 3.803 eV
* SMILES: O=CC(=O)N1C=N1
* LUMO energy: -0.6 eV
* E: -375.37176 Eh

natural (NBO) population analysis, charges in e, atoms 1 to 6:
1 O -0.45
2 C 0.34
3 C 0.55
4 N -0.41
5 C 0.20
6 N -0.13



[2]
Formula: C16H20ClFInN2O8S2
Source: the OMol25 dataset
Level of theory: ωB97M-V with the def2-TZVPD basis set

Geometry as XYZ:
```
51
Properties=species:S:1:pos:R:3:forces:R:3
O 1.3658 -3.5506 -0.0582 -0.35 -0.15 -0.31
S 1.5351 -2.4028 -0.8953 0.57 0.17 1.63
O 2.8208 -1.7584 -0.8144 0.01 0.14 -0.76
Cl 1.2324 -3.0351 -2.8142 0.11 0.06 -0.06
C 0.2822 -1.1597 -0.5360 -0.37 -0.15 -1.13
C -0.6419 -0.8702 -1.7293 -0.07 0.60 0.26
C -1.6638 0.2492 -1.4166 0.02 -0.26 0.22
C -3.1023 -0.0691 -1.8302 -0.11 -0.30 0.18
In -4.1129 -1.3757 -0.3038 0.45 1.24 0.12
S -4.5728 -3.6457 -1.3933 -0.41 -0.58 0.92
O -3.8469 -4.6610 -0.6652 0.44 -0.03 -0.21
O -5.9660 -3.9663 -1.6013 -0.12 0.23 -0.58
F -3.8905 -3.6581 -2.8856 -0.06 -0.02 -0.13
H -0.2429 -1.5238 0.3370 -0.08 -0.26 -0.02
H 0.8483 -0.2628 -0.3041 0.09 -0.21 0.14
H -1.1625 -1.7702 -2.0495 0.03 -0.07 -0.04
H -0.0040 -0.4953 -2.5312 -0.06 -0.36 -0.27
H -1.3052 1.1894 -1.8518 0.03 -0.01 -0.13
H -1.6710 0.4019 -0.3468 0.07 0.25 0.09
H -3.6588 0.8704 -1.8283 -0.18 -0.05 -0.08
H -3.1688 -0.4951 -2.8335 0.07 0.07 -0.09
H -2.9705 -1.6589 0.9978 -0.14 -0.44 -0.19
H -5.5756 -0.6145 0.3015 -0.07 -0.31 -0.20
C 4.3881 2.5917 -4.0092 -0.01 0.00 0.01
C 3.6417 3.7447 -3.8013 0.05 -0.08 -0.01
C 2.6949 3.7862 -2.7913 -0.02 0.17 -0.06
C 2.5183 2.6651 -2.0029 0.11 -0.01 -0.12
C 3.2457 1.5037 -2.1948 0.01 -0.16 0.07
C 4.1876 1.4738 -3.2106 0.02 0.09 -0.06
N 1.5245 2.7031 -0.9166 0.06 -0.14 -0.19
O 0.8680 3.7110 -0.7732 0.00 0.08 0.04
O 1.4289 1.7026 -0.2368 -0.07 0.21 0.29
H 5.1288 2.5647 -4.7978 0.00 0.00 -0.01
H 3.7973 4.6133 -4.4265 -0.01 0.01 0.00
H 2.1062 4.6752 -2.6211 -0.05 -0.04 0.08
H 3.0851 0.6350 -1.5698 -0.04 0.03 0.02
H 4.7649 0.5747 -3.3755 -0.02 -0.02 0.01
C 0.8727 -0.4010 6.0478 -0.01 0.00 -0.01
C 1.3720 -0.5506 4.7610 -0.04 0.02 0.08
C 0.5334 -0.4004 3.6683 0.17 -0.04 -0.08
C -0.7968 -0.0986 3.8886 0.05 -0.05 0.10
C -1.3156 0.0488 5.1601 -0.10 0.04 0.16
C -0.4695 -0.1050 6.2464 0.09 -0.01 -0.03
N -1.6861 0.0783 2.7317 -0.31 -0.09 -0.31
O -1.2121 -0.0867 1.6266 0.35 0.30 0.53
O -2.8468 0.3626 2.9317 0.02 0.16 0.29
H 1.5316 -0.5158 6.8987 0.00 -0.01 0.00
H 2.4163 -0.7841 4.6056 0.00 -0.01 -0.02
H 0.9125 -0.5160 2.6635 -0.09 0.03 -0.04
H -2.3612 0.2790 5.3002 -0.02 0.00 -0.11
H -0.8586 0.0074 7.2493 -0.01 0.00 0.00
```
Forces are in eV/Å.

Output
* highest occupied orbital energy: -5.225 eV
* LUMO energy: 1.1 eV
* total charge: -1
* E: -2879.50713 Eh

Löwdin population analysis, charges in e, atoms 1 to 6:
1 O -0.35
2 S 0.35
3 O -0.38
4 Cl 0.41
5 C -0.26
6 C -0.26



[3]
Formula: C30H58BCl32N2O5S
Source: the OMol25 dataset
Level of theory: ωB97M-V with the def2-TZVPD basis set

Geometry as XYZ:
```
129
Properties=species:S:1:pos:R:3:forces:R:3
C -0.5064 -2.1420 5.3203 -0.24 -0.44 -0.04
C -0.2278 -3.1995 4.2505 0.47 0.22 -0.07
C -1.0650 -3.0974 2.9751 -1.21 -0.01 -0.17
N -0.3162 -2.8479 1.6818 1.24 -0.25 1.24
C 0.1788 -1.5068 1.5072 -0.97 0.95 -1.90
C 1.1857 -0.9396 2.4734 -0.54 -0.18 0.00
O -0.2067 -0.8332 0.5619 0.58 -0.72 1.10
C 0.5889 -3.8268 1.2898 0.12 -0.49 0.19
C 1.1815 -3.5965 -0.0792 -0.39 0.09 0.06
O 0.8651 -4.8163 1.9606 -0.33 0.69 -0.45
C -2.2103 -2.0559 2.9751 0.76 -0.07 0.62
O -2.9394 -2.4181 1.8591 -0.75 0.13 0.43
B -3.0663 -3.8923 2.0185 0.71 -0.41 -0.95
S -2.9857 -4.7346 0.2158 -0.31 -0.18 -0.13
C -4.4691 -4.4612 2.5897 0.14 0.64 0.20
C -5.1805 -3.5930 3.6455 -0.54 -0.40 -0.30
C -6.0313 -2.4525 3.0409 0.12 -0.08 0.77
C -5.3856 -1.1072 3.2646 -0.15 0.69 -0.20
N -6.2944 0.0153 2.8423 0.59 -0.38 -0.97
C -5.6543 1.1111 2.2779 -0.31 0.46 -0.70
C -4.5108 1.6934 3.0492 0.46 -0.34 -0.33
O -6.0068 1.5851 1.1936 0.07 -0.36 0.98
O -1.8302 -4.2451 2.8066 -0.13 -0.04 0.03
H -1.4659 -2.3352 5.7954 -0.14 0.09 0.06
H -0.5363 -1.1355 4.9159 0.09 0.20 0.06
H 0.2466 -2.2066 6.1016 0.14 0.15 0.06
H 0.8256 -3.1723 3.9867 0.13 -0.04 0.01
H -0.3914 -4.1842 4.6750 -0.09 -0.17 -0.08
H 0.6363 -0.4827 3.2935 0.00 0.02 0.19
H 1.8420 -1.7018 2.8760 0.16 -0.04 0.04
H 1.7325 -0.1626 1.9628 0.08 0.12 -0.08
H 1.7851 -2.6923 -0.0895 0.26 -0.02 0.00
H 0.3625 -3.4155 -0.7719 -0.04 -0.04 -0.14
H 1.7507 -4.4643 -0.3852 0.21 -0.03 -0.02
H -1.9441 -0.9952 3.0331 0.14 0.12 -0.52
H -2.7185 -2.2740 3.9226 -0.25 0.14 0.05
H -1.7363 -4.5137 -0.1998 0.13 0.15 0.14
H -4.3734 -5.4822 2.9548 0.24 -0.11 0.07
H -5.1470 -4.5188 1.7365 -0.15 -0.15 -0.09
H -4.5023 -3.1903 4.3956 0.18 0.02 0.06
H -5.8703 -4.2369 4.1942 -0.03 -0.05 0.15
H -6.1824 -2.6451 1.9812 -0.02 0.13 -0.18
H -7.0068 -2.4427 3.5312 -0.17 0.01 -0.07
H -5.1187 -0.9665 4.3089 -0.03 -0.05 0.17
H -4.4861 -1.0727 2.6590 0.19 -0.06 0.03
H -6.8610 -0.3484 2.0815 -0.42 0.03 0.18
H -3.7595 0.9154 3.1823 0.07 -0.10 0.06
H -4.0349 2.4811 2.4782 -0.16 0.25 -0.02
H -4.7823 2.0119 4.0443 -0.27 0.19 -0.01
C 0.4353 2.8341 0.0664 -0.04 -0.03 -0.06
Cl -0.4053 3.6963 1.3631 -0.01 0.00 -0.02
Cl 2.1945 3.0198 0.1889 -0.07 -0.13 0.15
H 0.1946 1.7817 0.1401 0.01 -0.15 0.05
H 0.1152 3.2398 -0.8858 0.01 0.04 0.01
C -5.1004 1.5563 -1.9622 0.11 0.04 0.12
Cl -6.4994 0.9553 -2.8753 -0.07 0.03 -0.02
Cl -3.6401 0.6283 -2.3139 0.03 0.01 0.00
H -4.9312 2.5887 -2.2409 -0.02 -0.01 -0.10
H -5.3188 1.4783 -0.9044 -0.09 -0.09 0.05
C 5.0227 -0.2070 0.3409 0.09 0.06 -0.07
Cl 3.8754 -0.9095 -0.8028 0.05 -0.03 0.01
Cl 4.3035 0.0521 1.9325 0.30 0.09 0.04
H 5.8656 -0.8787 0.4470 -0.04 -0.07 0.03
H 5.3414 0.7539 -0.0441 -0.05 0.03 0.01
C 5.8670 3.9304 2.0305 0.03 0.02 0.08
Cl 4.3241 4.1487 2.8540 0.04 0.02 0.02
Cl 5.6584 3.5109 0.3198 0.02 0.02 -0.04
H 6.4238 4.8580 2.0826 -0.03 0.05 -0.07
H 6.4090 3.1276 2.5147 -0.04 -0.07 -0.03
C 0.9126 -7.4521 0.3587 -0.10 0.01 0.07
Cl 2.3951 -8.2724 -0.1960 0.02 -0.03 -0.01
Cl -0.2502 -7.2374 -0.9500 0.04 -0.04 -0.04
H 0.4534 -8.0590 1.1287 0.00 -0.08 -0.02
H 1.1752 -6.4806 0.7589 0.03 0.03 0.02
C -6.6818 -1.3758 -6.0294 0.08 0.00 0.08
Cl -5.2933 -1.9031 -6.9828 0.00 0.00 0.01
Cl -8.1090 -1.0875 -7.0434 -0.06 0.02 0.01
H -6.9230 -2.1475 -5.3097 -0.02 -0.06 -0.03
H -6.4284 -0.4524 -5.5239 0.01 0.04 -0.04
C 3.2060 6.1995 -1.2818 -0.06 0.00 0.19
Cl 2.5474 7.4076 -0.1708 0.09 -0.10 0.02
Cl 4.8704 6.5782 -1.7754 -0.03 0.04 -0.07
H 3.2123 5.2387 -0.7819 0.04 0.03 0.05
H 2.5800 6.1679 -2.1658 0.03 0.10 -0.05
C 2.7689 9.6135 -3.0273 0.12 0.07 0.10
Cl 1.1280 9.7641 -2.4015 -0.09 0.07 -0.09
Cl 2.8154 9.3540 -4.7750 -0.14 -0.02 -0.13
H 3.3132 10.5221 -2.8020 -0.02 0.05 -0.04
H 3.2388 8.7666 -2.5486 0.04 -0.08 0.03
C 8.6373 7.3359 -1.1448 0.09 -0.10 -0.10
Cl 8.6423 6.3651 0.3365 -0.01 -0.01 -0.01
Cl 9.4593 8.8872 -0.9300 0.00 0.01 -0.02
H 9.1605 6.7910 -1.9289 -0.18 0.12 0.47
H 7.6088 7.5276 -1.4268 -0.02 0.03 0.06
C -4.6452 2.0739 7.2660 0.03 -0.06 0.09
Cl -3.6390 1.1408 6.1533 0.11 -0.07 0.33
Cl -5.4798 3.4160 6.4707 0.00 0.00 0.00
H -5.3896 1.4113 7.6891 -0.04 -0.02 -0.05
H -4.0098 2.4813 8.0421 0.03 0.04 -0.02
C 6.3953 10.9509 -5.7022 -0.06 -0.02 -0.07
Cl 6.2420 9.9723 -4.2438 0.12 -0.05 0.13
Cl 7.0884 12.5447 -5.3719 0.00 0.01 -0.02
H 7.0449 10.4316 -6.3952 0.06 -0.01 0.02
H 5.4072 11.0859 -6.1257 -0.03 0.02 0.04
C 4.5424 -9.4331 2.7248 -0.02 0.02 -0.01
Cl 4.9242 -8.2500 3.9815 -0.02 0.00 0.00
Cl 5.9121 -10.5035 2.3838 -0.01 -0.02 -0.02
H 3.7116 -10.0385 3.0636 0.01 -0.03 0.04
H 4.2851 -8.9037 1.8173 0.02 0.04 -0.02
C -1.8557 -10.8699 -1.1334 0.00 0.03 0.01
Cl -0.7706 -12.2558 -1.3423 0.01 0.00 -0.03
Cl -2.9408 -11.0822 0.2441 -0.01 0.01 0.00
H -1.2544 -9.9859 -0.9688 0.04 0.05 0.04
H -2.4533 -10.7662 -2.0297 -0.03 -0.04 -0.01
C 11.0323 7.1699 -4.8034 0.04 -0.01 0.04
Cl 10.8572 8.8468 -5.3211 -0.01 0.01 -0.01
Cl 9.5066 6.4868 -4.2124 0.09 -0.07 -0.43
H 11.3647 6.5780 -5.6466 -0.05 -0.01 -0.04
H 11.7544 7.1317 -3.9974 -0.02 0.03 0.04
C 2.8255 2.0712 -3.9208 0.03 -0.09 -0.05
Cl 1.8315 0.9893 -2.9480 -0.11 0.11 -0.04
Cl 3.1077 3.6432 -3.1445 0.04 -0.17 -0.18
H 3.7852 1.5946 -4.0776 0.05 0.04 0.05
H 2.3301 2.2521 -4.8663 -0.07 0.02 0.02
C -9.8569 -3.5566 -9.7780 0.01 0.01 0.04
Cl -8.4720 -4.0770 -10.7432 0.02 0.01 0.04
Cl -11.2875 -3.2685 -10.7807 -0.03 0.01 0.03
H -10.0897 -4.3329 -9.0604 -0.02 -0.06 -0.04
H -9.6018 -2.6362 -9.2692 0.05 0.05 -0.05
```
Forces are in eV/Å.

Output
* highest occupied orbital energy: -4.897 eV
* LUMO energy: 1.3 eV
* total charge: -1
* E: -16812.93375 Eh

Löwdin population analysis, charges in e, atoms 1 to 6:
1 C -0.09
2 C -0.14
3 C -0.41
4 N 0.11
5 C -0.41
6 C 0.00



[4]
Formula: C4H7NO
Source: the OMol25 dataset
Level of theory: ωB97M-V with the def2-TZVPD basis set

Geometry as XYZ:
```
13
Properties=species:S:1:pos:R:3:forces:R:3
C 0.3299 0.2805 1.3932 -0.03 0.01 0.06
C 0.4771 0.3746 -0.1286 0.07 -0.02 -0.02
C -0.3943 -0.6455 -0.8784 -0.09 0.32 -0.14
O -0.1583 -1.9282 -0.3452 -0.15 -0.21 0.02
C 0.1149 1.6918 -0.6731 -0.26 0.82 -0.44
N -0.2227 2.6771 -1.1764 0.34 -0.86 0.56
H 0.8912 1.0746 1.8931 -0.07 -0.10 -0.10
H -0.7182 0.3502 1.7010 0.11 0.03 -0.09
H 0.7179 -0.6867 1.7200 -0.08 0.15 -0.03
H 1.5276 0.1951 -0.3874 -0.12 0.01 -0.01
H -0.1418 -0.6028 -1.9478 -0.06 -0.06 0.16
H -1.4468 -0.3478 -0.7724 0.14 -0.08 0.03
H -0.9768 -2.4328 -0.3980 0.19 -0.01 0.00
```
Forces are in eV/Å.

Output
* highest occupied orbital energy: -10.963 eV
* energy above the lowest of the compared OMol25 structures with the same formula, charge and spin: 1.085 eV
* SMILES: C[C@H](C#N)CO
* LUMO energy: 0.6 eV
* E: -286.59176 Eh

natural (NBO) population analysis, charges in e, atoms 1 to 6:
1 C -0.59
2 C -0.34
3 C -0.04
4 O -0.72
5 C 0.29
6 N -0.33



[5]
Formula: C6H14O
Source: the OMol25 dataset
Level of theory: ωB97M-V with the def2-TZVPD basis set

Geometry as XYZ:
```
21
Properties=species:S:1:pos:R:3:forces:R:3
C -0.0790 -2.1260 1.3688 -0.12 0.54 -1.23
C 1.2907 -1.4752 1.2403 0.87 -0.55 0.23
C 1.3164 0.0388 1.1444 0.61 -0.09 0.12
C 0.4131 0.5704 0.0207 0.13 0.36 -0.91
C 1.2299 1.1961 -2.2384 -0.02 0.80 -0.98
C 0.9034 0.2204 -1.3345 -0.33 -0.51 1.42
H -0.6596 -1.9769 0.4420 -0.02 0.11 0.25
H -0.6167 -1.6247 2.1744 -0.13 -0.49 0.14
H -0.0375 -3.2112 1.4379 0.11 0.11 0.57
H 1.8987 -1.7914 2.0875 -0.02 0.24 0.27
H 1.9109 -1.8433 0.4101 -0.52 -0.29 -0.16
H 2.3484 0.3504 0.9513 -0.07 0.00 -0.20
H 1.1040 0.5689 2.0700 -0.61 -0.16 0.08
H 0.3045 1.6366 0.0674 -0.16 0.57 0.24
H -0.5859 0.1113 0.0796 -0.05 -0.12 0.13
H 0.6935 2.1397 -2.2564 -0.16 0.06 0.37
H 1.9852 1.1693 -3.0156 0.17 -0.60 0.05
H 1.0058 -0.8482 -1.5098 0.27 0.05 -0.41
H -4.8298 2.8701 -0.5387 0.41 0.22 -0.28
H -5.1231 1.6535 -1.3096 0.29 -0.04 -0.40
O -4.4731 2.3715 -1.2913 -0.65 -0.20 0.69
```
Forces are in eV/Å.

Output
* highest occupied orbital energy (alpha / beta): -14.010 / -14.010 eV
* energy above the lowest of the compared OMol25 structures with the same formula, charge and spin: 1.170 eV
* LUMO energy (alpha / beta): -5.3 / -8.6 eV
* total charge: +1
* E: -311.86886 Eh
* spin multiplicity: 2

natural (NBO) population analysis, charges in e, atoms 1 to 6:
1 C -0.61
2 C -0.42
3 C -0.38
4 C -0.49
5 C -0.08
6 C 0.13



[6]
Formula: C4H12N3
Source: the OMol25 dataset
Level of theory: ωB97M-V with the def2-TZVPD basis set

Geometry as XYZ:
```
19
Properties=species:S:1:pos:R:3:forces:R:3
C 0.6159 -1.2873 -1.5231 -0.82 0.14 0.99
C -0.6073 -0.3796 -1.3917 -2.00 0.16 -0.74
C -1.8690 -0.8686 -1.4051 0.69 -0.07 0.01
N -0.3557 1.0479 -1.4063 2.83 -2.17 -0.43
H 1.1406 -1.2734 -0.5156 -0.20 -0.39 -1.26
H 1.2781 -0.8862 -2.2937 0.15 -0.15 0.15
H 0.2727 -2.3169 -1.8288 0.58 1.09 0.61
H -2.7497 -0.2322 -1.4668 0.27 0.08 0.16
H -2.0791 -1.9385 -1.4769 0.29 0.34 0.16
H 0.4296 1.0834 -2.0934 -0.79 0.89 0.86
H -1.0795 1.6568 -1.7098 -0.91 0.06 -0.28
N -0.4396 0.0733 2.2525 0.63 0.46 -0.84
C 0.5224 0.9634 2.4276 0.54 1.48 -0.04
N 1.8032 0.8493 2.1082 -1.03 -0.28 -0.32
H -0.2516 -0.7893 1.7151 -0.28 0.67 0.40
H -1.3351 0.5285 2.0742 -0.06 -0.66 0.39
H 0.2647 1.9780 2.8568 -0.04 -1.47 -0.38
H 2.3639 1.7052 2.2120 -0.08 -1.00 -0.17
H 2.0755 0.0863 1.4647 0.24 0.81 0.74
```
Forces are in eV/Å.

Output
* highest occupied orbital energy: -11.832 eV
* energy above the lowest of the compared OMol25 structures with the same formula, charge and spin: 1.820 eV
* LUMO energy: -3.9 eV
* total charge: +1
* E: -323.61140 Eh

natural (NBO) population analysis, charges in e, atoms 1 to 6:
1 C -0.64
2 C 0.16
3 C -0.49
4 N -0.85
5 H 0.18
6 H 0.23



- Which of these has the highest E?
  C4H7NO